{"formula": "C26H47HgN5O6P2Te", "method": "wB97M-V/def2-TZVPD", "orbital_gap_ev": [8.65, 5.94], "charge": 1, "total_energy_ev": -77504.96223, "multiplicity": 2, "symbols": ["Hg", "Te", "P", "P", "O", "O", "O", "O", "O", "O", "N", "N", "N", "N", "N", "C", "C", "C", "C", "C", "C", "C", "C", "C", "C", "C", "C", "C", "C", "C", "C", "C", "C", "C", "C", "C", "C", "C", "C", "C", "C", "H", "H", "H", "H", "H", "H", "H", "H", "H", "H", "H", "H", "H", "H", "H", "H", "H", "H", "H", "H", "H", "H", "H", "H", "H", "H", "H", "H", "H", "H", "H", "H", "H", "H", "H", "H", "H", "H", "H", "H", "H", "H", "H", "H", "H", "H", "H"], "positions_angstrom": [[0.51518, -0.14546, -1.06845], [1.60726, 1.83214, 1.14163], [-2.03537, 0.93142, 2.46588], [-0.46470, -1.62013, 2.92769], [-1.73197, 1.32777, 3.96803], [0.72267, -0.96340, 2.36591], [-3.49497, 1.42310, 2.13494], [-0.32752, -1.68804, 4.50125], [-1.12737, 1.47418, 1.42783], [-0.77713, -3.08090, 2.40389], [-5.68703, -3.47759, -2.91165], [-3.73663, -2.85630, -1.67845], [-1.87273, -1.70439, -1.49220], [-6.56931, -4.50506, -3.04277], [-7.11364, -4.44940, -4.19167], [-5.00968, -1.55461, -4.44258], [-5.68879, -2.70930, -4.04241], [-1.02919, 3.67376, 4.02059], [-1.24727, -2.42742, 5.35192], [3.50218, 2.77506, 1.49802], [0.26783, -4.09650, 2.31833], [-6.29667, -1.67539, -6.50875], [-3.96147, -0.45257, -0.93961], [-4.65156, 2.75890, 3.81189], [-5.13273, -3.21359, -1.60878], [-2.71475, -3.70627, -2.04564], [-4.96945, 0.26324, 3.75978], [-2.06926, -0.87501, 2.53241], [-0.67732, 2.24279, 4.38597], [-0.34011, -5.40169, 2.78650], [-6.61435, -3.35161, -4.86796], [-1.57600, -2.97726, -1.93508], [0.75300, -4.16414, 0.88547], [-3.17888, -1.65337, -1.35506], [-6.93054, -2.83500, -6.12632], [-0.43249, -3.39440, 6.18438], [-5.34408, -1.05034, -5.68129], [0.95443, 3.34607, -0.19471], [-2.01708, -1.44237, 6.21379], [-0.49732, 2.03993, 5.87254], [-4.70362, 1.51553, 2.94380], [-2.31059, -1.22805, 1.52853], [0.23547, 1.94914, 3.86875], [-5.95287, 0.34205, 4.22198], [-4.22402, 0.15925, 4.55251], [-0.06120, 3.08419, -0.48092], [-4.95958, -0.62876, 3.13138], [0.12000, -4.09349, 5.55556], [4.11711, 2.78468, 0.59929], [-1.43184, 2.25155, 6.39757], [1.14392, -3.19589, 0.56970], [-4.36732, 3.62563, 3.21488], [-1.93623, -2.98834, 4.71340], [-0.19546, 1.01441, 6.08666], [-1.36802, -1.04071, 6.99385], [-4.68072, -0.15974, -1.70790], [-1.20162, -5.64757, 2.16246], [4.00362, 2.19418, 2.26931], [-2.39063, -0.60776, 5.61810], [-0.67480, -5.33406, 3.82203], [-0.55907, -3.27442, -2.13778], [-2.80399, -1.24234, 3.24756], [0.97169, 4.31658, 0.29780], [-2.90330, -4.71917, -2.36328], [-5.48796, 1.63089, 2.19804], [0.28332, -2.84317, 6.79602], [-5.63663, 2.94172, 4.24210], [0.39194, -6.20545, 2.70375], [-3.27274, 0.37337, -0.78135], [-5.66901, -2.39940, -1.12277], [-7.65684, -3.33152, -6.75666], [-3.93027, 2.62800, 4.61903], [-6.53095, -1.22446, -7.46451], [1.09315, -3.80196, 2.97138], [-4.25005, -1.08462, -3.83205], [0.27004, 2.71885, 6.24574], [-1.27005, 3.75367, 2.95900], [1.54353, -4.91076, 0.80003], [-1.09518, -3.96026, 6.84069], [1.60643, 3.35590, -1.06461], [3.34562, 3.79404, 1.84662], [-0.18187, 4.32601, 4.23752], [-4.51934, -0.62922, -0.01638], [-2.86103, -1.94501, 6.68901], [-1.88653, 4.01570, 4.60373], [-5.27008, -4.12502, -1.03275], [-4.85988, -0.14619, -6.02864], [-0.07279, -4.44149, 0.22678]], "lowdin_spin": [0.26, 0.52, 0.00, 0.00, 0.00, 0.00, 0.00, 0.00, 0.01, 0.00, 0.00, 0.00, 0.06, 0.00, 0.00, 0.00, 0.00, 0.00, 0.00, 0.05, 0.00, 0.00, 0.00, 0.00, 0.00, 0.00, 0.00, 0.00, 0.01, 0.00, 0.00, 0.01, 0.00, 0.00, 0.00, 0.00, 0.00, 0.03, 0.00, 0.00, 0.00, 0.00, 0.01, 0.00, 0.00, 0.00, 0.00, 0.00, 0.01, 0.00, 0.00, 0.00, 0.00, 0.00, 0.00, 0.00, 0.00, 0.00, 0.00, 0.00, 0.00, 0.00, 0.00, 0.00, 0.00, 0.00, 0.00, 0.00, 0.00, 0.00, 0.00, 0.00, 0.00, 0.00, 0.00, 0.00, 0.00, 0.00, 0.00, 0.00, 0.01, 0.00, 0.00, 0.00, 0.00, 0.00, 0.00, 0.00]}

---

{"formula": "CH4N3P", "method": "wB97M-V/def2-TZVPD", "orbital_gap_ev": 10.17, "smiles": "C1N=NNP1", "total_energy_ev": -14858.64286, "de_lowest_kcal_mol": 48.5, "symbols": ["P", "N", "N", "N", "C", "H", "H", "H", "H"], "positions_angstrom": [[-0.86707, -0.65776, -0.12460], [1.72002, -0.59929, -0.08848], [1.51646, 0.58159, 0.04972], [0.72634, -1.40130, -0.23272], [0.14309, 0.88748, -0.26740], [-0.22805, 1.80982, 0.28206], [0.28753, 0.96125, -1.39160], [-0.93674, -0.64414, 1.35013], [0.96403, -2.34392, -0.51382]], "nbo_charge": [0.67, 0.03, -0.21, -0.69, -0.60, 0.25, 0.23, -0.08, 0.41]}

---

{"formula": "C5H11NO", "method": "wB97M-V/def2-TZVPD", "orbital_gap_ev": 9.06, "smiles": "C=C/C(N)=C\\C.O", "total_energy_ev": -8897.39034, "de_lowest_kcal_mol": 99.3, "symbols": ["O", "N", "C", "C", "C", "C", "C", "H", "H", "H", "H", "H", "H", "H", "H", "H", "H", "H"], "positions_angstrom": [[-0.56264, -0.42571, 3.25021], [-1.47747, -0.70477, 0.68221], [0.78189, -1.19051, -0.44793], [0.62833, 2.04130, -1.14532], [0.07519, 1.11999, 0.01542], [-0.28279, -0.21548, -0.02993], [1.17517, -1.63607, -1.60817], [1.93133, -2.26399, -1.75701], [1.51525, 1.86035, -1.59843], [-2.24732, -0.04735, 0.41280], [-1.52561, -1.65775, 0.17789], [-1.45018, -0.09792, 3.45481], [-0.74161, -0.80483, 2.40583], [-0.47194, 1.39410, 0.86429], [-0.08854, 2.30261, -2.00034], [0.71014, 3.04142, -0.57751], [1.29803, -1.67510, 0.41233], [0.73277, -1.04028, -2.51114]], "nbo_charge": [-0.95, -0.87, -0.24, -0.63, -0.26, 0.15, -0.37, 0.19, 0.21, 0.40, 0.39, 0.46, 0.48, 0.20, 0.22, 0.22, 0.21, 0.18]}

---

{"formula": "C3H7OS", "method": "wB97M-V/def2-TZVPD", "orbital_gap_ev": 6.43, "charge": -1, "total_energy_ev": -16107.12401, "de_lowest_kcal_mol": 26.6, "symbols": ["S", "O", "C", "C", "C", "H", "H", "H", "H", "H", "H", "H"], "positions_angstrom": [[1.20085, -0.50349, -1.38817], [1.06171, 2.60205, 1.68640], [1.71955, 1.59529, 1.60744], [-0.48850, -1.13573, -1.35863], [-1.38737, -0.50883, -0.28026], [-0.91509, -0.58310, 0.71216], [-2.36175, -0.99089, -0.17344], [-0.97279, -0.91452, -2.31361], [1.90940, 1.07127, 0.65066], [2.16741, 1.01441, 2.46370], [-1.43735, 0.57028, -0.42584], [-0.49607, -2.21673, -1.18042]], "nbo_charge": [-0.72, -0.54, 0.27, -0.52, -0.62, 0.19, 0.17, 0.17, 0.17, 0.06, 0.20, 0.16]}

---

- What is the formula in the first record?
  C26H47HgN5O6P2Te